# 1
Molecular formula: C9H12NO5
Method: DFT, wB97M-V/def2-TZVPD

XYZ file:
```
27
Properties=species:S:1:pos:R:3:forces:R:3
C 1.884600 0.922003 2.123491 0.646 -0.784 0.526
C 1.373302 1.364618 1.018862 1.722 -1.381 1.432
C 2.644698 -0.802563 -0.343723 2.489 0.553 1.886
C 0.554931 1.868425 0.136119 0.012 -1.670 -0.162
C 0.376505 -1.240975 -0.804999 -1.028 -1.369 -1.166
C -0.413805 1.757765 -2.838963 -0.655 -2.072 0.221
C -1.434203 -2.019814 2.282748 1.049 0.374 -0.444
C -1.032947 1.289226 -1.485064 -3.139 -1.154 -0.845
C -1.321805 -1.636996 0.794017 0.833 1.988 1.642
N 1.719407 -1.069086 -1.021541 -1.713 -0.367 -1.857
O 3.675581 -0.688297 0.179034 0.325 0.119 0.016
O 0.466802 3.025762 -0.183262 -1.331 2.528 -1.452
O -0.387128 -1.521773 -1.690373 -0.369 -0.081 -1.110
O -0.152920 0.774552 -0.566249 0.951 2.287 0.512
O 0.070474 -1.446554 0.445014 -0.516 -0.949 2.764
H 1.370759 0.730401 3.044173 -0.868 0.375 0.751
H 2.885558 0.507178 2.225804 0.358 0.140 -0.390
H -1.185753 2.242641 -3.476540 0.902 0.571 0.649
H 0.555197 2.180457 -2.595984 -0.301 1.078 -0.388
H -0.156673 0.856667 -3.446994 -0.192 0.245 0.603
H -1.040380 -3.005765 2.441704 0.478 -0.625 -0.074
H -0.876387 -1.363589 2.968296 -0.238 0.069 -0.489
H -2.445311 -2.103305 2.624707 -0.825 0.346 -0.072
H -1.727641 0.371830 -1.626842 0.788 1.543 -0.449
H -1.687600 2.034880 -0.948662 0.771 -0.159 -0.943
H -1.871648 -0.735960 0.545184 0.294 0.757 0.420
H -1.843622 -2.291727 0.200037 -0.441 -2.361 -1.580
```
Forces are in eV/Å.

Results
HOMO level = -0.10449 hartree
Strongest force on any atom = 0.0671 Eh/bohr
LUMO level = 3.34 eV
Energy relative to the best compared isomer or geometry (same formula, charge and spin) = 57.52 kcal per mole
Molecular weight = 214.20 g/mol
Net charge = -1
Energy = -781.0412 Eh

Results of the Mulliken charge analysis, in e, for atoms 1 through 6: -1.030, -0.030, 0.676, 0.476, 0.843, -1.172

***

# 2
Molecular formula: C8H35FeO10
Method: DFT, wB97M-V/def2-TZVPD

XYZ file:
```
54
Properties=species:S:1:pos:R:3:forces:R:3
Fe 8.878173 17.297715 1.850111 -1.386 -3.142 -1.630
C 9.173680 13.523413 0.629225 -2.099 -1.450 -0.724
C 7.888702 14.332109 0.476677 0.281 1.772 -0.637
O 7.879344 15.546739 1.181260 0.053 1.420 1.233
H 8.938916 12.697635 1.305293 0.828 0.433 0.857
H 10.057422 14.127293 0.795261 0.044 -0.215 0.135
H 9.172891 12.933831 -0.295304 0.888 0.252 -0.222
H 6.962064 13.756946 0.578388 0.159 -0.272 0.925
H 7.763580 14.575980 -0.593090 0.427 0.088 -0.336
C 12.740194 14.351407 2.461314 -0.205 -1.725 0.400
C 12.454962 13.897924 3.913382 0.912 0.875 -0.967
O 12.427109 15.102046 4.680174 -0.523 -0.003 0.367
H 12.646880 13.434601 1.872657 -0.166 0.332 -0.542
H 13.757721 14.706241 2.297476 0.007 0.146 0.326
H 12.020910 15.113949 2.166212 -0.034 -0.158 -0.220
H 13.238852 13.225161 4.268551 0.041 0.048 0.013
H 11.519929 13.349728 4.017856 -0.187 0.362 -0.016
H 13.270601 15.527079 4.491943 -0.007 0.169 0.300
C 11.544853 12.098610 -2.614358 -0.982 0.332 0.297
C 11.933591 13.553416 -2.244863 0.175 -0.944 0.399
O 11.854572 14.499799 -3.301188 -0.204 -0.091 0.312
H 12.125254 11.319738 -2.122545 0.507 0.161 -0.370
H 11.407649 11.949975 -3.683970 0.569 -0.061 -0.050
H 10.544022 11.924383 -2.206698 -0.102 0.032 -0.106
H 12.923562 13.601311 -1.785902 0.110 -0.123 -0.073
H 11.229678 13.794657 -1.446438 -0.012 0.718 -0.156
H 12.725272 14.536561 -3.706544 -0.089 0.024 -0.172
C 6.108153 10.317372 0.508108 0.847 0.231 -1.359
C 6.199268 8.932588 1.106553 -0.342 -0.306 0.061
O 7.499319 8.492700 1.511978 -0.240 0.644 0.001
H 5.099984 10.624536 0.227779 -0.226 -0.141 0.600
H 6.588312 10.292921 -0.478340 0.309 0.082 0.071
H 6.616487 11.099427 1.072893 -0.186 -0.097 0.292
H 5.849876 8.213528 0.363113 -0.432 0.016 0.108
H 5.537922 8.910073 1.971956 0.217 -0.386 0.163
H 7.965632 8.219716 0.716665 0.067 -0.008 0.057
O 9.858649 16.083648 3.247186 0.232 0.192 0.321
H 9.381748 15.373176 3.699984 -0.247 0.143 -0.185
H 10.773013 16.023654 3.579138 0.069 0.117 0.228
O 4.288847 16.544247 0.327719 0.095 0.018 -0.058
H 4.126095 15.609569 0.167166 -0.058 0.023 0.032
H 5.247610 16.628059 0.324302 0.045 -0.084 0.065
O 7.739168 18.391970 0.438184 0.314 0.790 0.038
H 7.847170 19.330567 0.232080 -0.079 0.018 0.243
H 7.419302 17.992992 -0.408633 -0.077 -0.798 0.404
O 7.194657 16.831062 -1.765914 0.409 0.523 0.114
H 7.315854 15.877762 -1.656529 -0.130 0.033 0.138
H 8.016640 17.140069 -2.166942 -0.177 -0.161 -0.447
O 5.887889 15.439507 3.907763 0.251 0.064 0.117
H 6.379188 15.640136 3.103726 -0.053 -0.173 -0.331
H 5.784958 14.482667 3.897690 -0.057 0.028 0.003
O 10.298934 16.866219 0.361089 0.670 0.248 -0.325
H 11.240292 16.651179 0.332931 -0.026 0.092 0.169
H 9.963059 16.636083 -0.514009 -0.197 -0.088 0.139
```
Forces are in eV/Å.

Results
Multiplicity = 5
Expectation value of S² = 6.008
HOMO level (alpha / beta) = -0.44619 / -0.44142 hartree
Strongest force on any atom = 0.0739 Eh/bohr
LUMO level (alpha / beta) = -4.04 / -4.51 eV
Molecular weight = 347.20 g/mol
Net charge = +1
Energy = -2341.5789 Eh

Results of the Mulliken charge analysis, in e, for atoms 1 through 6: 0.687, -0.551, -0.168, 0.081, 0.378, -0.089

***

# 3
Molecular formula: C29H50BrClN5O3P
Method: DFT, wB97M-V/def2-TZVPD

XYZ file:
```
90
Properties=species:S:1:pos:R:3:forces:R:3
C 2.852990 -0.505181 8.817964 0.502 0.277 -0.180
O 1.877398 -1.242000 9.517994 0.161 0.216 0.279
C 0.746822 -0.441681 9.848526 -0.987 -0.824 -0.780
C -0.380340 -0.636798 8.762924 1.025 0.925 0.311
C -0.635804 0.719007 8.060663 -0.991 -0.642 -0.513
C -1.369976 0.614643 6.684504 0.034 1.212 -0.215
C -0.434204 1.021434 5.506951 0.252 -0.338 0.955
C 0.755028 0.020132 5.385403 -0.250 0.177 -0.265
C 0.870416 -0.669149 4.006847 -0.774 -0.756 0.811
C -0.437011 -1.489446 3.773594 0.463 0.026 0.449
C -0.217677 -2.755220 2.917965 0.059 0.400 0.136
C 0.454590 -2.527431 1.566989 0.702 -0.666 -0.041
C 1.676834 -3.249422 1.350552 -0.684 0.199 0.303
C 2.363343 -3.165014 0.189133 0.995 -0.033 -0.576
C 3.635752 -3.978543 -0.018917 -0.062 -0.757 0.184
C 4.544556 -3.980018 1.209536 0.464 0.899 0.117
O 5.139626 -3.052108 1.654450 -0.664 -0.908 -0.433
Br 4.752418 -5.756102 2.093271 -0.133 0.270 -0.203
C 1.904854 -2.339894 -0.882048 0.659 -0.630 0.685
N 2.653168 -2.298447 -2.024639 -1.201 0.720 -0.026
C 2.106557 -1.532900 -2.935175 0.481 -0.048 -0.718
C 0.887219 -0.819444 -2.774731 -0.084 0.212 -0.158
N 0.186347 -0.822511 -1.669709 0.792 -0.481 -0.423
C 0.719265 -1.615962 -0.692851 -0.682 0.127 0.570
C 0.006463 -1.719096 0.548360 -0.838 0.508 0.321
C -1.274528 -0.906372 0.719640 -0.639 0.268 -0.070
C -2.535294 -1.805255 0.926998 0.232 0.586 -1.274
C -3.374613 -1.919247 -0.379383 -0.141 -0.845 0.699
Cl -3.651901 -1.128036 2.185151 0.429 -0.408 0.055
H 2.477319 -0.083864 7.869197 -0.042 -0.097 0.270
H 3.707428 -1.147408 8.568070 -0.379 -0.082 0.166
H 3.249223 0.319531 9.439715 -0.201 -0.150 -0.187
H 0.329049 -0.793383 10.800602 0.546 0.230 0.016
H 1.041941 0.617171 9.880124 -0.139 -0.228 0.340
H -1.303792 -1.010999 9.224478 0.188 0.117 -0.168
H -0.005977 -1.413067 8.082864 -0.175 0.232 0.047
H 0.282372 1.303153 7.905490 -0.056 -0.320 0.194
H -1.283065 1.305369 8.732090 0.354 -0.025 -0.114
H -1.847890 -0.360388 6.518549 0.218 0.145 0.094
H -2.163171 1.381755 6.696240 -0.032 -0.459 -0.049
H -0.045639 2.012407 5.790810 -0.093 -0.167 -0.333
H -1.000521 1.147089 4.575060 0.173 -0.177 0.148
H 0.572360 -0.780509 6.119564 0.180 0.143 -0.241
H 1.701413 0.485024 5.700367 -0.211 -0.013 -0.316
H 1.665126 -1.427240 4.112504 0.117 0.491 -0.445
H 1.054722 0.027576 3.179945 0.204 -0.176 0.192
H -1.254319 -0.853396 3.426649 0.154 -0.209 -0.046
H -0.740529 -1.841517 4.774784 -0.088 0.011 -0.353
H -1.162954 -3.311961 2.833400 0.209 0.213 -0.130
H 0.444278 -3.411072 3.506190 -0.147 0.160 -0.248
H 2.061280 -3.900058 2.137877 -0.178 0.180 -0.074
H 4.233466 -3.629094 -0.868447 -0.177 0.215 0.277
H 3.354980 -5.015824 -0.252285 0.125 0.274 0.108
H 2.625346 -1.441599 -3.893272 -0.111 -0.018 0.252
H 0.521360 -0.236415 -3.620446 0.119 -0.075 0.214
H -1.180913 -0.175671 1.533476 0.111 -0.373 -0.071
H -1.488732 -0.303851 -0.171283 0.369 -0.168 0.208
H -2.177587 -2.804192 1.181129 -0.499 0.200 0.481
H -3.808610 -2.932193 -0.372741 0.100 0.288 -0.317
H -2.755667 -1.787892 -1.274760 -0.162 0.004 0.216
H -4.238920 -1.245748 -0.362818 0.492 0.155 -0.172
O 0.638289 1.163926 -6.259934 1.131 -1.084 -3.566
P -0.340437 1.957489 -7.104405 -2.871 3.410 5.767
N 0.218448 3.510161 -6.565313 0.109 0.512 0.042
C -0.484592 4.683432 -6.089929 -0.241 0.239 -0.176
C 1.535819 3.868594 -7.079436 0.137 -0.695 -0.265
N -1.754849 1.385034 -6.321936 -0.076 -0.431 0.250
C -2.813553 2.262748 -5.838459 -0.268 0.069 -0.564
C -1.567305 0.321426 -5.339476 0.287 -0.252 0.053
N -1.361030 2.599078 -8.386403 1.391 -2.042 -2.443
C -1.183257 1.706903 -9.570928 -0.364 -0.430 0.148
C -1.445546 3.961628 -8.893800 0.401 0.542 0.290
H -0.502051 5.490125 -6.835421 -0.093 -0.001 -0.049
H 0.024462 5.111068 -5.218398 0.034 -0.210 0.064
H -1.512449 4.489037 -5.797434 0.023 -0.136 -0.058
H 1.525677 3.944850 -8.179557 0.155 0.183 0.017
H 2.274895 3.108997 -6.816941 -0.033 -0.016 0.011
H 1.889512 4.819206 -6.682808 -0.200 0.021 0.102
H -2.483024 2.835926 -4.966162 -0.061 0.025 0.041
H -3.674861 1.667376 -5.530325 0.052 -0.079 -0.018
H -3.178045 2.937424 -6.612514 0.210 0.088 -0.024
H -1.111323 0.709456 -4.421524 -0.048 -0.056 0.056
H -0.935261 -0.468603 -5.734508 0.102 0.106 0.034
H -2.514727 -0.154984 -5.076646 -0.165 0.299 -0.120
H -0.177039 1.806319 -9.989287 -0.074 -0.006 -0.168
H -1.903605 1.928185 -10.358696 -0.066 0.087 0.127
H -1.335559 0.660551 -9.287759 0.078 0.046 0.117
H -0.473136 4.414723 -9.106003 -0.048 0.166 0.127
H -2.035892 4.588317 -8.228313 0.330 0.042 0.266
H -2.005235 3.979932 -9.830768 0.077 -0.403 -0.017
```
Forces are in eV/Å.

Results
SMILES = COCCCCCCCCCc1cc(CC(=O)Br)c2nccnc2c1C[C@H](C)Cl.CN(C)P(=O)(N(C)C)N(C)C
HOMO level = -0.30484 hartree
Strongest force on any atom = 0.1417 Eh/bohr
LUMO level = -0.31 eV
Energy relative to the best compared isomer or geometry (same formula, charge and spin) = 43.04 kcal per mole
Molecular weight = 663.08 g/mol
Energy = -5009.9793 Eh

Results of the Mulliken charge analysis, in e, for atoms 1 through 6: -0.434, -0.402, -0.699, -0.331, -0.762, -0.737

***

# 4
Molecular formula: CN2O6
Method: DFT, wB97M-V/def2-TZVPD

XYZ file:
```
9
Properties=species:S:1:pos:R:3:forces:R:3
C 1.421915 -1.361520 1.378550 -0.204 0.636 2.919
N -0.851982 0.302243 -1.876444 0.943 0.596 -2.088
N -0.451832 1.129363 0.142907 0.809 -0.867 -1.771
O 1.430263 -1.450570 0.268977 0.147 -0.738 -5.944
O -1.269799 0.143278 -0.576433 -0.786 -0.217 0.588
O 1.378013 -1.193925 2.499475 0.055 0.104 3.078
O -1.382433 -0.382720 -2.643250 -0.721 -0.711 0.326
O 0.316935 1.744960 -0.463765 1.468 1.832 -1.995
O -0.591080 1.068890 1.269983 -1.710 -0.636 4.887
```
Forces are in eV/Å.

Results
SMILES = O=NO[N+](=O)[O-].O=C=O
HOMO level = -0.40926 hartree
Strongest force on any atom = 0.1165 Eh/bohr
LUMO level = -0.61 eV
Energy relative to the best compared isomer or geometry (same formula, charge and spin) = 4.61 kcal per mole
Molecular weight = 136.02 g/mol
Energy = -598.8452 Eh

Results of the Mulliken charge analysis, in e, for atoms 1 through 6: 0.645, 0.323, 1.175, -0.303, -0.141, -0.333

***

# 5
Molecular formula: H4N2O2S
Method: DFT, wB97M-V/def2-TZVPD

XYZ file:
```
9
Properties=species:S:1:pos:R:3:forces:R:3
N 2.205797 0.410688 -0.549561 -0.856 2.637 0.589
N 1.073689 0.806350 -0.160344 2.537 0.669 0.080
O -1.727512 -1.323517 0.157787 -0.936 2.611 1.900
O -1.028932 0.815388 0.757571 0.253 1.522 0.702
S -0.292189 -0.334256 -0.071511 0.826 -1.931 -1.290
H 2.086545 -0.534651 -0.810774 -0.131 -1.984 -0.462
H 1.093411 1.791263 0.172384 -0.183 -0.552 -0.234
H -1.533737 -2.060477 -0.338920 0.425 -2.785 -1.757
H -1.877072 0.429212 0.843368 -1.934 -0.188 0.472
```
Forces are in eV/Å.

Results
HOMO level (alpha / beta) = -0.29431 / -0.29428 hartree
Strongest force on any atom = 0.0654 Eh/bohr
LUMO level (alpha / beta) = -0.41 / -0.42 eV
Energy relative to the best compared isomer or geometry (same formula, charge and spin) = 88.14 kcal per mole
Molecular weight = 96.11 g/mol
Energy = -660.4339 Eh

Results of the Mulliken charge analysis, in e, for atoms 1 through 6: -0.615, 0.193, -0.686, -0.495, 0.332, 0.238

***

Repeat the fourth record exactly.
Molecular formula: CN2O6
Method: DFT, wB97M-V/def2-TZVPD

XYZ file:
```
9
Properties=species:S:1:pos:R:3:forces:R:3
C 1.421915 -1.361520 1.378550 -0.204 0.636 2.919
N -0.851982 0.302243 -1.876444 0.943 0.596 -2.088
N -0.451832 1.129363 0.142907 0.809 -0.867 -1.771
O 1.430263 -1.450570 0.268977 0.147 -0.738 -5.944
O -1.269799 0.143278 -0.576433 -0.786 -0.217 0.588
O 1.378013 -1.193925 2.499475 0.055 0.104 3.078
O -1.382433 -0.382720 -2.643250 -0.721 -0.711 0.326
O 0.316935 1.744960 -0.463765 1.468 1.832 -1.995
O -0.591080 1.068890 1.269983 -1.710 -0.636 4.887
```
Forces are in eV/Å.

Results
SMILES = O=NO[N+](=O)[O-].O=C=O
HOMO level = -0.40926 hartree
Strongest force on any atom = 0.1165 Eh/bohr
LUMO level = -0.61 eV
Energy relative to the best compared isomer or geometry (same formula, charge and spin) = 4.61 kcal per mole
Molecular weight = 136.02 g/mol
Energy = -598.8452 Eh

Results of the Mulliken charge analysis, in e, for atoms 1 through 6: 0.645, 0.323, 1.175, -0.303, -0.141, -0.333